The following is a DFT calculation (the ωB97M-V functional and the def2-TZVPD basis) of 2 unconnected molecules or ions with the total composition H5NO2Si in a non-equilibrium geometry.

```
9
Properties=species:S:1:pos:R:3:forces:R:3
Si -0.652 0.332 0.139 3.196 -2.194 -0.325
O -0.973 0.765 1.655 -0.171 -0.182 0.167
O -1.609 -0.879 -0.303 -0.445 -0.034 -0.173
N 1.573 -0.988 -0.073 -3.083 1.531 0.553
H -0.637 1.415 -0.813 -0.043 0.383 -0.220
H -1.253 -1.769 -0.250 0.149 -0.077 0.031
H 2.185 -0.457 0.540 0.112 0.085 -0.005
H -0.544 1.480 2.114 0.224 0.307 0.103
H 1.850 -0.739 -1.018 0.061 0.181 -0.131
```
Forces are in eV/Å.

Computed properties:
orbital gap: 0.3336 Ha
energy above the lowest of the compared OMol25 structures with the same formula, charge and spin: 2.8298 eV
E_HOMO: -8.668 eV

=====

The following is a DFT calculation (the ωB97M-V functional and the def2-TZVPD basis) of 2 unconnected molecules or ions with the total composition H5NSSi in a non-equilibrium geometry.

```
8
Properties=species:S:1:pos:R:3:forces:R:3
S 1.716 0.989 0.011 -2.481 -0.087 0.048
Si -1.287 0.775 -0.025 3.325 -0.054 0.014
N 2.234 -0.640 -0.071 0.233 0.216 -0.054
H -1.426 -0.488 0.682 -0.234 -0.181 0.111
H 2.736 -0.888 0.775 -0.117 -0.041 -0.134
H 2.848 -0.747 -0.874 -0.185 -0.151 0.144
H -1.554 0.727 -1.451 -0.280 0.026 -0.252
H -1.709 1.964 0.689 -0.261 0.271 0.124
```
Forces are in eV/Å.

Computed properties:
orbital gap: 0.2707 Ha
energy above the lowest of the compared OMol25 structures with the same formula, charge and spin: 1.1945 eV
E_HOMO: -7.926 eV